C26H58InP4Se | ωB97M-V/def2-TZVPD

Structure (XYZ):
```
90
Properties=species:S:1:pos:R:3:forces:R:3:lowdin_charge:R:1
In 0.308 1.513 0.441 -1.3451 -0.3726 2.7963 0.13
Se 1.658 2.504 -1.483 1.7995 0.5548 -2.5174 0.77
P 1.920 2.605 2.231 0.5686 0.1579 0.1363 0.73
P -0.781 0.086 2.648 -0.1264 -0.1404 0.7137 0.76
P -2.201 -2.991 -0.501 1.1094 -0.0102 -2.5666 1.30
P -1.682 3.290 0.279 -0.5184 0.7878 -0.6242 0.75
C 4.967 0.455 -3.390 -0.0673 0.5616 -0.1682 -0.05
C -1.936 4.423 1.691 0.2786 -0.2333 0.2672 -0.22
C -2.561 -1.243 -1.051 -0.2724 0.0582 0.8644 -0.52
C 3.429 -2.532 1.118 0.3543 0.6205 -1.1991 -0.06
C -0.208 -4.620 0.498 -0.0995 -0.0194 0.1527 -0.09
C -2.900 -3.719 -3.208 0.0540 0.2779 -0.2734 -0.08
C -1.845 -0.760 -2.311 0.1950 -0.1401 -0.3873 -0.08
C -2.760 -4.224 -1.773 -0.4420 -0.5010 0.5406 -0.51
C 3.746 2.967 -3.434 -0.5433 0.0859 0.3897 -0.13
C 3.838 -1.993 -0.056 -0.4062 -0.2956 1.4652 -0.07
C -3.359 2.635 -0.030 0.0970 -0.3839 0.0647 -0.24
C -1.724 1.144 3.820 -0.0378 0.0198 -0.1217 -0.24
C -1.472 4.462 -1.112 0.2201 -0.1906 -0.0062 -0.25
C 0.416 -3.362 -1.605 -0.1209 0.0888 -0.5288 -0.07
C -1.923 -1.335 2.488 -0.1919 -0.1235 -0.2545 -0.26
C 1.324 3.178 3.859 -0.1437 0.0885 0.0547 -0.23
C -4.072 -4.855 -1.274 -0.1648 -0.1678 0.0675 -0.10
C 3.280 1.438 2.592 0.0242 -0.0771 -0.0872 -0.22
C -4.084 -1.036 -1.122 -0.1635 -0.0173 0.0256 -0.09
C 3.880 0.718 -2.542 -0.3500 0.0325 0.2961 -0.12
C 2.776 4.061 1.550 -0.0801 0.0568 -0.1294 -0.25
C 4.833 2.708 -4.271 0.1396 -0.4341 0.1058 -0.05
C 3.259 1.974 -2.565 0.8295 0.0623 -0.6137 -0.49
C 0.537 -0.641 3.702 0.0417 -0.1270 -0.1484 -0.24
C 5.451 1.450 -4.256 -0.4094 -0.0002 0.3551 -0.04
C -0.377 -3.318 -0.303 -0.1794 0.3499 0.9765 -0.53
H 6.301 1.246 -4.911 -0.3260 0.0603 0.2391 0.12
H -3.691 -2.963 -3.306 0.2430 -0.2473 -0.0123 0.08
H 1.264 -1.164 3.066 -0.1213 0.0898 0.1771 0.04
H -0.018 -2.470 0.305 0.0137 -0.1690 -0.1032 0.09
H -2.152 0.509 4.610 0.1451 0.2345 -0.1796 0.07
H -2.246 3.867 2.586 0.0634 0.2107 -0.2051 0.04
H 3.848 -2.201 2.072 -0.1416 -0.1195 -0.3096 0.06
H -1.085 1.909 4.277 -0.1884 -0.2177 -0.1449 0.03
H 1.242 0.818 -0.893 -0.1464 -0.2224 -0.4040 -0.12
H 0.840 -4.736 0.799 -0.2365 -0.0185 -0.1287 0.08
H -4.315 0.039 -1.107 0.0603 -0.3337 -0.0711 0.07
H -1.974 -5.000 -1.760 -0.1988 0.2817 0.1954 0.11
H 4.177 2.020 2.849 -0.2185 -0.2330 -0.0051 0.07
H 3.493 0.818 1.709 0.0081 0.1796 0.2083 0.04
H -0.523 5.006 -1.015 -0.2225 -0.0816 -0.0422 0.05
H 1.473 -3.528 -1.357 -0.2956 -0.0636 0.0065 0.08
H 5.445 -0.527 -3.382 -0.2213 0.2998 0.0900 0.12
H 3.017 0.778 3.427 0.1068 0.1904 -0.2258 0.04
H -2.063 0.308 -2.454 -0.0477 -0.2050 0.0881 0.09
H -2.722 5.145 1.418 0.2692 -0.2712 0.0656 0.08
H -1.008 4.968 1.911 -0.2621 -0.0890 -0.0527 0.06
H 0.088 -1.369 4.394 0.1290 0.2672 -0.1475 0.07
H 3.267 3.946 -3.454 0.1714 -0.2164 -0.0902 0.11
H -3.391 2.123 -1.003 0.0193 0.1938 0.2770 0.04
H -1.960 -3.323 -3.612 -0.2325 -0.1018 0.0754 0.08
H -4.593 -1.494 -0.263 0.0060 0.1289 -0.1986 0.09
H -0.757 -0.860 -2.236 -0.2436 0.0829 -0.0622 0.05
H -3.953 -5.273 -0.266 -0.1081 0.0225 -0.2149 0.08
H -2.308 5.179 -1.101 0.2735 -0.2570 0.0344 0.08
H 2.094 4.921 1.521 0.1755 -0.1657 0.0075 0.06
H -2.194 -1.290 -3.208 0.1932 0.3060 0.3410 0.08
H 4.574 -1.180 -0.077 -0.2173 -0.4386 -0.0225 0.06
H 1.135 2.337 4.539 0.0834 0.2409 -0.1894 0.04
H -0.822 -4.620 1.409 0.1688 -0.0908 -0.1429 0.08
H 2.090 3.830 4.305 -0.2077 -0.2243 -0.0966 0.08
H -4.888 -4.118 -1.248 0.1947 -0.2054 -0.0458 0.08
H -4.366 -5.670 -1.949 0.0464 0.2176 0.1811 0.10
H -4.512 -1.456 -2.043 0.1410 0.1264 0.3316 0.09
H -2.179 -0.648 -0.202 -0.0474 -0.1220 -0.1594 0.05
H -1.468 3.918 -2.064 0.0150 0.1464 0.1790 0.06
H 2.702 -3.348 1.149 0.2978 0.2064 -0.0058 0.03
H 5.199 3.488 -4.943 -0.1838 -0.2450 0.2859 0.13
H -3.641 1.923 0.757 -0.0299 0.1621 -0.1788 0.05
H 3.462 -2.356 -1.010 0.1044 0.0594 0.1364 0.04
H -2.324 -1.611 3.475 0.1923 0.0879 -0.2930 0.08
H -2.546 1.640 3.286 0.1266 -0.1293 0.1901 0.04
H -2.764 -1.074 1.832 0.1068 -0.0585 0.2393 0.03
H -0.486 -5.494 -0.105 0.0910 0.1775 0.1725 0.09
H 0.082 -4.187 -2.251 0.1713 0.2185 0.1622 0.10
H -1.403 -2.204 2.061 -0.0808 0.2466 0.2011 0.02
H 3.119 3.852 0.527 -0.0044 0.0907 0.4030 0.01
H 0.398 3.756 3.741 0.2666 -0.0972 0.0753 0.04
H -3.187 -4.572 -3.839 0.0493 0.1645 0.2542 0.11
H 3.516 -0.057 -1.865 0.1266 0.1848 -0.2533 0.06
H -4.077 3.470 -0.037 0.2757 -0.2544 0.0012 0.08
H 1.062 0.126 4.285 -0.1870 -0.1982 -0.1571 0.03
H 3.634 4.298 2.199 -0.2858 -0.0367 -0.2220 0.08
H 0.356 -2.427 -2.172 0.0711 -0.3342 0.0999 0.07
```
Forces are in eV/Å.

Results
* frontier orbital gap (alpha / beta): 0.226 / 0.163 Eh
* ΔE to the lowest compared entry with this formula, charge and spin: 2.174 eV
* M: 688.42 u
* net charge: +3